Arrangement P

This record from the OMol25 dataset describes 2 unconnected molecules or ions with the total composition C4H13N2O2. The level of theory is ωB97M-V/def2-TZVPD.

Output
LUMO (spin up / spin down) (eV): 0.88 / 0.61
Total charge: 0
Frontier orbital gap (spin up / spin down) (eV): 3.60 / 10.24
⟨S²⟩: 0.751
Multiplicity: 2

Last column: natural (NBO) charge in e.
Positions of all 21 atoms, in Å:
N: -0.905 -0.252 -0.299  -0.90
C: 0.138 -0.331 0.794  -0.15
C: 1.169 0.768 0.757  -0.59
C: 1.533 1.369 -0.558  0.36
O: 1.005 1.176 -1.621  -0.58
C: -0.504 -0.567 2.183  -0.29
N: -1.546 -1.564 2.262  -0.87
H: -1.749 -0.663 0.151  0.42
H: -0.646 -0.606 -1.249  0.47
H: -1.178 0.779 -0.330  0.24
H: 0.609 -1.307 0.695  0.20
H: 0.925 1.600 1.423  0.23
H: 2.090 0.392 1.209  0.24
H: 2.309 2.163 -0.442  0.10
H: 0.424 -0.588 2.803  0.18
H: -0.983 0.381 2.487  0.19
H: -2.297 -1.172 2.811  0.38
H: -1.235 -2.488 2.512  0.38
H: -0.613 0.513 -3.505  0.48
H: 0.432 -0.635 -3.483  0.48
O: -0.360 -0.300 -3.057  -0.98

Arrangement Q

This record from the OMol25 dataset describes 2 unconnected molecules or ions with the total composition C4H13N2O2. The level of theory is ωB97M-V/def2-TZVPD.

Output
LUMO (spin up / spin down) (eV): 0.73 / -2.78
Total charge: 0
Frontier orbital gap (spin up / spin down) (eV): 10.06 / 6.36
⟨S²⟩: 0.756
Multiplicity: 2

Last column: natural (NBO) charge in e.
Positions of all 21 atoms, in Å:
C: -0.535 1.335 -0.139  -0.24
N: 0.582 1.356 -1.091  -0.65
C: 1.447 0.151 -0.935  -0.01
O: 1.715 -0.251 0.277  -0.34
C: -1.478 0.103 -0.059  -0.05
C: -2.604 0.398 0.939  -0.62
N: -0.838 -1.116 0.481  -0.84
H: -1.156 2.194 -0.284  0.20
H: -0.215 1.446 0.923  0.17
H: 1.234 2.123 -0.967  0.36
H: 2.298 0.347 -1.660  0.25
H: 1.009 -0.603 -1.675  0.23
H: -1.865 -0.094 -1.070  0.19
H: -2.393 0.911 1.851  0.21
H: -3.296 0.995 0.301  0.20
H: -2.929 -0.616 1.195  0.24
H: -0.532 -1.728 -0.262  0.36
H: -0.070 -0.994 1.143  0.38
H: 3.032 -2.794 0.276  0.47
H: 3.041 -1.164 0.307  0.48
O: 3.555 -2.000 0.449  -0.99

Unit: eV. Relative energies: arrangement P 0.653; arrangement Q 0.000.

Arrangement P

This record from the OMol25 dataset describes a gas-phase ion, C5H9BrN (charge +1). The level of theory is ωB97M-V/def2-TZVPD.

Output
LUMO (eV): -3.72
Total charge: +1
Frontier orbital gap (eV): 9.57
Multiplicity: 1

Last column: natural (NBO) charge in e.
Positions of all 16 atoms, in Å:
C: 1.839 -1.196 -0.247  -0.31
C: 2.648 -0.138 -0.286  -0.08
C: 0.408 -1.148 0.148  -0.26
C: 1.020 1.289 0.137  -0.23
C: -1.332 0.436 -0.128  -0.41
N: -0.030 0.192 0.512  -0.40
Br: 4.430 0.177 -0.180  0.28
H: 2.197 -2.211 -0.539  0.26
H: -0.158 -1.490 -0.697  0.24
H: 0.115 -1.912 0.954  0.25
H: 1.402 1.861 0.894  0.22
H: 0.904 1.712 -0.941  0.25
H: -0.942 0.461 -1.190  0.23
H: -2.036 -0.334 0.095  0.24
H: -1.817 1.393 0.098  0.25
H: -0.020 0.171 1.635  0.46

Arrangement Q

This record from the OMol25 dataset describes 2 unconnected molecules or ions with the total composition C5H9BrN. The level of theory is ωB97M-V/def2-TZVPD.

Output
LUMO (spin up / spin down) (eV): -4.57 / -4.39
Total charge: +1
Frontier orbital gap (spin up / spin down) (eV): 8.04 / 8.65
Multiplicity: 1

Last column: natural (NBO) charge in e.
Positions of all 16 atoms, in Å:
C: 0.146 0.259 3.007  -0.49
C: -0.333 0.760 1.947  -0.04
C: 0.028 -0.835 -2.061  -0.23
C: -1.106 -0.259 -1.191  -0.23
C: 1.105 0.223 -0.054  -0.28
N: 0.209 0.398 -1.224  -0.39
Br: -1.753 1.547 1.176  0.25
H: -0.399 0.147 3.887  0.26
H: 1.190 -0.134 3.128  0.27
H: 0.427 -1.743 -1.718  0.24
H: 0.106 -0.710 -3.241  0.26
H: -1.955 0.290 -1.604  0.26
H: -1.143 -0.801 -0.193  0.26
H: 2.137 0.488 -0.270  0.23
H: 1.083 -0.786 0.264  0.19
H: 0.257 1.155 -1.853  0.44

Arrangement R

This record from the OMol25 dataset describes a gas-phase ion, C5H9BrN (charge +1). The level of theory is ωB97M-V/def2-TZVPD.

Output
LUMO (spin up / spin down) (eV): -5.39 / -4.28
Total charge: +1
Frontier orbital gap (spin up / spin down) (eV): 6.43 / 9.66
Multiplicity: 1

Last column: natural (NBO) charge in e.
Positions of all 16 atoms, in Å:
C: -0.568 1.085 0.911  -0.57
C: 0.837 -1.249 0.570  -0.58
C: -1.088 1.278 -0.544  -0.16
C: 1.984 -1.063 -0.321  -0.28
C: -0.507 -0.357 0.695  0.38
N: -1.183 -0.270 -0.744  -0.61
Br: 3.024 0.423 -0.310  0.17
H: 0.218 1.889 1.069  0.29
H: -1.311 1.243 1.716  0.27
H: 0.426 -2.213 0.468  0.24
H: 1.243 -1.043 1.657  0.26
H: -2.021 1.688 -0.812  0.23
H: -0.287 1.682 -1.162  0.24
H: 2.225 -1.802 -1.063  0.22
H: -2.208 -0.398 -0.683  0.44
H: -0.783 -0.893 -1.447  0.45

Unit: eV. Relative energies: arrangement P 0.000; arrangement Q 2.024; arrangement R 1.109.

Arrangement P

This record from the OMol25 dataset describes 2 unconnected molecules or ions with the total composition C5H13N. The level of theory is ωB97M-V/def2-TZVPD.

Output
LUMO (spin up / spin down) (eV): -3.52 / -8.39
Total charge: +1
Frontier orbital gap (spin up / spin down) (eV): 9.00 / 4.13
⟨S²⟩: 0.754
Multiplicity: 2

Last column: natural (NBO) charge in e.
Positions of all 19 atoms, in Å:
C: 2.084 1.134 1.961  -0.66
C: 2.881 0.710 0.771  -0.16
C: 2.453 -0.210 -0.085  -0.39
H: 1.016 1.333 1.828  0.19
H: 2.429 2.060 2.438  0.23
H: 2.170 0.431 2.789  0.23
H: 3.959 0.718 0.900  0.21
H: 3.181 -0.664 -0.744  0.21
H: 1.414 -0.365 -0.367  0.14
C: -2.528 0.364 -1.752  -0.48
N: -2.447 -0.231 -0.448  -0.07
C: -1.882 -1.572 -0.307  -0.47
H: -1.506 0.494 -2.130  0.29
H: -2.937 1.368 -1.701  0.27
H: -3.107 -0.271 -2.418  0.26
H: -1.957 0.374 0.222  0.41
H: -0.817 -1.435 -0.510  0.28
H: -2.126 -2.025 0.645  0.27
H: -2.280 -2.213 -1.093  0.25

Arrangement Q

This record from the OMol25 dataset describes 2 unconnected molecules or ions with the total composition C5H13N. The level of theory is ωB97M-V/def2-TZVPD.

Output
LUMO (spin up / spin down) (eV): -7.74 / -7.74
Total charge: +1
Frontier orbital gap (spin up / spin down) (eV): 5.21 / 6.19
⟨S²⟩: 0.754
Multiplicity: 2

Last column: natural (NBO) charge in e.
Positions of all 19 atoms, in Å:
C: -3.103 0.810 0.235  -0.52
C: 0.813 0.168 0.907  -0.31
C: 0.096 -0.294 -0.332  -0.33
C: 1.225 -1.008 -1.172  -0.60
C: -0.525 0.887 -1.102  0.01
N: 1.938 -0.664 1.485  -0.49
H: -2.863 0.551 1.264  0.25
H: -3.535 1.810 0.051  0.25
H: -3.651 0.057 -0.347  0.25
H: -0.044 0.490 1.553  0.20
H: -0.563 -1.114 -0.030  0.25
H: 0.874 -1.397 -2.130  0.23
H: 1.431 -1.967 -0.586  0.28
H: 2.206 -0.454 -1.189  0.25
H: 0.273 1.630 -1.128  0.25
H: -0.764 0.617 -2.115  0.24
H: -1.861 0.885 -0.214  0.12
H: 2.102 -0.486 2.505  0.35
H: 1.797 0.649 0.760  0.31

Unit: eV. Relative energies: arrangement P 0.000; arrangement Q 4.421.